A cluster of 8 separate species, C49H49IN8O3S in total in a non-equilibrium geometry, computed with wB97M-V/def2-TZVPD.

CARTESIAN COORDINATES (ANGSTROEM)
C -2.724 5.362 -6.811
C -2.445 5.309 -5.644
C -2.352 4.955 -4.204
C -1.038 4.305 -3.777
C -0.363 4.904 -2.726
N 0.780 4.414 -2.228
C 1.395 5.158 -1.030
O 2.592 5.416 -1.084
O 0.558 5.398 -0.150
C 1.321 3.305 -2.739
C 2.596 2.698 -2.165
C 2.270 1.216 -1.817
O 2.960 0.322 -2.164
I 0.451 0.870 -0.686
C 0.695 2.657 -3.803
C -0.501 3.122 -4.361
C -1.228 2.412 -5.479
C -0.408 1.356 -6.270
C -1.149 -0.004 -6.386
S -2.560 0.227 -7.553
H -3.086 5.571 -7.799
H -3.209 4.354 -3.868
H -2.441 5.905 -3.653
H -0.774 5.795 -2.259
H 3.413 2.713 -2.891
H 2.861 3.163 -1.207
H 1.167 1.744 -4.158
H -1.661 3.106 -6.205
H -2.098 1.911 -5.013
H 0.609 1.187 -5.902
H -0.293 1.731 -7.299
H -1.509 -0.296 -5.390
H -0.471 -0.790 -6.765
H -2.397 1.516 -7.937
N -1.653 0.819 3.363
C -1.240 -0.148 4.185
C -0.055 -0.094 4.903
C 0.750 1.024 4.757
C 0.341 2.039 3.907
C -0.864 1.888 3.238
H -1.900 -1.005 4.265
H 0.228 -0.908 5.557
H 1.684 1.104 5.300
H 0.939 2.929 3.768
H -1.230 2.659 2.567
N 0.192 -3.224 1.279
C 0.569 -2.113 1.912
C 1.850 -1.900 2.400
C 2.793 -2.899 2.225
C 2.420 -4.062 1.571
C 1.116 -4.173 1.119
H -0.203 -1.360 2.028
H 2.099 -0.976 2.904
H 3.804 -2.773 2.593
H 3.126 -4.867 1.414
H 0.783 -5.066 0.600
N 0.561 -3.179 -7.252
C 0.716 -3.082 -8.573
C 1.067 -4.146 -9.389
C 1.274 -5.383 -8.801
C 1.120 -5.506 -7.430
C 0.762 -4.379 -6.706
H 0.546 -2.095 -8.991
H 1.176 -4.009 -10.456
H 1.551 -6.239 -9.402
H 1.273 -6.454 -6.932
H 0.627 -4.429 -5.631
N -5.173 4.547 4.900
C -4.798 5.682 5.492
C -3.522 5.910 5.985
C -2.582 4.900 5.861
C -2.951 3.713 5.252
C -4.252 3.588 4.788
H -5.568 6.442 5.570
H -3.272 6.853 6.452
H -1.573 5.036 6.232
H -2.244 2.905 5.138
H -4.582 2.678 4.300
N 1.856 -6.172 5.988
C 2.016 -6.097 4.666
C 2.382 -7.173 3.871
C 2.598 -8.396 4.483
C 2.440 -8.495 5.856
C 2.068 -7.358 6.558
H 1.838 -5.120 4.230
H 2.492 -7.055 2.801
H 2.886 -9.261 3.898
H 2.601 -9.432 6.372
H 1.929 -7.390 7.633
N 0.583 6.591 6.045
C 0.768 6.716 4.729
C 0.886 7.933 4.078
C 0.806 9.090 4.834
C 0.613 8.985 6.202
C 0.510 7.718 6.755
H 0.821 5.784 4.176
H 1.037 7.970 3.008
H 0.892 10.062 4.364
H 0.543 9.865 6.828
H 0.361 7.587 7.822
N 0.299 -7.977 0.079
C -0.967 -8.133 0.468
C -2.048 -8.114 -0.400
C -1.803 -7.920 -1.749
C -0.496 -7.754 -2.174
C 0.513 -7.793 -1.224
H -1.112 -8.278 1.533
H -3.054 -8.248 -0.027
H -2.620 -7.897 -2.459
H -0.262 -7.599 -3.219
H 1.552 -7.671 -1.513

## Properties
net charge: 0
gap between HOMO and LUMO: 8.5 eV

Atomic partial charges in e from the Mulliken method, atoms 1 to 99: number 1, C, carries 0.058; number 2, C, carries -0.540; number 3, C, carries -1.033; number 4, C, carries 0.574; number 5, C, carries -0.719; number 6, N, carries 0.329; number 7, C, carries 0.363; number 8, O, carries -0.659; number 9, O, carries -0.698; number 10, C, carries -0.826; number 11, C, carries -0.481; number 12, C, carries 0.235; number 13, O, carries -0.476; number 14, I, carries 0.033; number 15, C, carries -0.691; number 16, C, carries 1.856; number 17, C, carries 0.156; number 18, C, carries -1.314; number 19, C, carries -0.274; number 20, S, carries -0.241; number 21, H, carries 0.441; number 22, H, carries 0.390; number 23, H, carries 0.377; number 24, H, carries 0.354; number 25, H, carries 0.349; number 26, H, carries 0.340; number 27, H, carries 0.372; number 28, H, carries -0.087; number 29, H, carries 0.311; number 30, H, carries 0.365; number 31, H, carries 0.513; number 32, H, carries 0.457; number 33, H, carries 0.136; number 34, H, carries 0.082; number 35, N, carries -0.445; number 36, C, carries -0.429; number 37, C, carries -0.228; number 38, C, carries -0.361; number 39, C, carries -0.172; number 40, C, carries -0.843; number 41, H, carries 0.457; number 42, H, carries 0.454; number 43, H, carries 0.433; number 44, H, carries 0.482; number 45, H, carries 0.662; number 46, N, carries -0.558; number 47, C, carries -0.669; number 48, C, carries -0.160; number 49, C, carries -0.639; number 50, C, carries -0.350; number 51, C, carries -0.318; number 52, H, carries 0.782; number 53, H, carries 0.477; number 54, H, carries 0.421; number 55, H, carries 0.501; number 56, H, carries 0.486; number 57, N, carries -0.328; number 58, C, carries -0.009; number 59, C, carries -0.631; number 60, C, carries -0.150; number 61, C, carries -0.443; number 62, C, carries -0.302; number 63, H, carries 0.345; number 64, H, carries 0.352; number 65, H, carries 0.371; number 66, H, carries 0.348; number 67, H, carries 0.399; number 68, N, carries -0.579; number 69, C, carries -0.272; number 70, C, carries -0.366; number 71, C, carries -0.348; number 72, C, carries -0.252; number 73, C, carries -0.251; number 74, H, carries 0.340; number 75, H, carries 0.376; number 76, H, carries 0.510; number 77, H, carries 0.418; number 78, H, carries 0.400; number 79, N, carries -0.517; number 80, C, carries -0.117; number 81, C, carries -0.140; number 82, C, carries -0.528; number 83, C, carries -0.268; number 84, C, carries -0.280; number 85, H, carries 0.449; number 86, H, carries 0.305; number 87, H, carries 0.386; number 88, H, carries 0.368; number 89, H, carries 0.352; number 90, N, carries -0.478; number 91, C, carries 0.035; number 92, C, carries -0.585; number 93, C, carries -0.211; number 94, C, carries -0.387; number 95, C, carries -0.242; number 96, H, carries 0.349; number 97, H, carries 0.430; number 98, H, carries 0.372; number 99, H, carries 0.376

=====

A structure of composition C49H49N3O2P3STl in a non-equilibrium geometry, computed with wB97M-V/def2-TZVPD.

CARTESIAN COORDINATES (ANGSTROEM)
Tl 0.857 -0.303 -0.041
O -0.348 1.597 1.367
S -1.680 0.916 1.402
C -2.052 0.593 3.132
C -2.503 1.468 4.100
C -2.867 0.959 5.339
C -2.790 -0.403 5.585
C -2.233 -1.259 4.650
C -1.837 -0.756 3.416
P -0.821 -1.690 2.199
C 0.234 -2.601 3.391
C 0.016 -3.930 3.736
C 0.831 -4.545 4.668
C 1.856 -3.839 5.273
C 2.074 -2.513 4.934
C 1.276 -1.895 3.989
C -1.929 -2.994 1.587
C -3.307 -2.973 1.750
C -4.063 -4.046 1.307
C -3.450 -5.130 0.698
C -2.077 -5.133 0.494
C -1.318 -4.059 0.922
C -2.783 2.237 0.860
C -3.877 2.791 1.497
C -4.575 3.815 0.874
C -4.187 4.261 -0.379
C -3.125 3.664 -1.036
C -2.424 2.630 -0.426
P -1.076 1.746 -1.318
C 0.155 3.062 -1.550
C 0.108 4.297 -0.917
C 1.074 5.249 -1.198
C 2.064 4.993 -2.131
C 2.119 3.756 -2.757
C 1.189 2.783 -2.442
C -1.893 1.687 -2.965
C -3.102 0.997 -3.025
C -3.784 0.878 -4.221
C -3.265 1.444 -5.375
C -2.076 2.149 -5.316
C -1.384 2.265 -4.122
H -2.549 2.529 3.906
H -3.218 1.629 6.108
H -3.129 -0.793 6.532
H -2.112 -2.309 4.875
H -0.795 -4.487 3.293
H 0.652 -5.577 4.927
H 2.475 -4.323 6.012
H 2.866 -1.961 5.415
H 1.448 -0.859 3.724
H -3.782 -2.131 2.236
H -5.132 -4.040 1.452
H -4.041 -5.972 0.372
H -1.604 -5.977 0.013
H -0.243 -4.038 0.778
H -4.201 2.434 2.459
H -5.420 4.266 1.370
H -4.722 5.069 -0.851
H -2.849 3.991 -2.027
H -0.677 4.521 -0.212
H 1.041 6.209 -0.707
H 2.793 5.751 -2.373
H 2.880 3.563 -3.499
H 1.243 1.800 -2.890
H -3.528 0.578 -2.124
H -4.727 0.356 -4.246
H -3.782 1.345 -6.317
H -1.685 2.620 -6.205
H -0.452 2.807 -4.100
C 5.935 1.145 -3.416
N 4.784 0.538 -2.802
C 4.298 -0.763 -3.196
C 3.073 -0.901 -2.294
O 2.353 -1.878 -2.190
N 2.928 0.243 -1.591
C 3.957 1.045 -1.883
N 4.122 2.208 -1.263
H 6.717 0.395 -3.524
H 6.315 1.957 -2.800
H 5.684 1.531 -4.407
H 5.022 -1.558 -2.999
H 4.025 -0.802 -4.255
H 3.410 2.516 -0.624
H 4.887 2.825 -1.476
C 4.641 0.444 3.283
C 4.666 -0.696 2.500
C 3.684 -0.911 1.538
C 2.694 0.034 1.422
C 2.647 1.184 2.170
C 3.649 1.394 3.112
H 5.400 0.596 4.035
H 5.446 -1.431 2.628
H 3.714 -1.798 0.924
H 1.839 1.892 2.061
H 3.637 2.297 3.704
C 0.121 -3.766 -2.379
P -0.267 -2.013 -2.052
C -2.091 -2.038 -1.797
C -0.100 -1.216 -3.695
H -0.414 -4.084 -3.273
H -0.188 -4.370 -1.530
H 1.190 -3.870 -2.536
H -2.619 -2.148 -2.741
H -2.392 -1.109 -1.316
H -2.347 -2.867 -1.143
H -0.190 -0.134 -3.602
H -0.884 -1.581 -4.357
H 0.875 -1.473 -4.105

## Properties
net charge: +2
ΔE to the lowest compared entry with this formula, charge and spin: 190.0 kJ/mol
gap between HOMO and LUMO: 6.6 eV

Atomic partial charges in e from the Mulliken method, atoms 1 to 99: number 1, Tl, carries 2.155; number 2, O, carries -0.351; number 3, S, carries 1.442; number 4, C, carries -0.309; number 5, C, carries -0.727; number 6, C, carries -0.849; number 7, C, carries -0.885; number 8, C, carries -0.200; number 9, C, carries -0.383; number 10, P, carries 1.375; number 11, C, carries 0.538; number 12, C, carries 0.066; number 13, C, carries -0.735; number 14, C, carries -0.724; number 15, C, carries -0.645; number 16, C, carries -0.808; number 17, C, carries 0.967; number 18, C, carries -0.757; number 19, C, carries -0.725; number 20, C, carries -0.771; number 21, C, carries -0.894; number 22, C, carries -1.161; number 23, C, carries 0.074; number 24, C, carries -0.585; number 25, C, carries -0.988; number 26, C, carries -0.934; number 27, C, carries -0.276; number 28, C, carries -1.210; number 29, P, carries 1.237; number 30, C, carries 1.290; number 31, C, carries -0.950; number 32, C, carries -0.959; number 33, C, carries -0.846; number 34, C, carries -1.044; number 35, C, carries -0.865; number 36, C, carries 0.472; number 37, C, carries -0.500; number 38, C, carries -0.878; number 39, C, carries -0.737; number 40, C, carries -0.704; number 41, C, carries -0.124; number 42, H, carries 0.782; number 43, H, carries 0.455; number 44, H, carries 0.473; number 45, H, carries 0.550; number 46, H, carries 0.368; number 47, H, carries 0.469; number 48, H, carries 0.429; number 49, H, carries 0.500; number 50, H, carries 0.407; number 51, H, carries 0.478; number 52, H, carries 0.465; number 53, H, carries 0.420; number 54, H, carries 0.471; number 55, H, carries 0.973; number 56, H, carries 0.762; number 57, H, carries 0.467; number 58, H, carries 0.479; number 59, H, carries 0.586; number 60, H, carries 0.495; number 61, H, carries 0.495; number 62, H, carries 0.466; number 63, H, carries 0.554; number 64, H, carries 0.725; number 65, H, carries 0.465; number 66, H, carries 0.484; number 67, H, carries 0.439; number 68, H, carries 0.479; number 69, H, carries 0.512; number 70, C, carries -1.022; number 71, N, carries 0.043; number 72, C, carries -0.459; number 73, C, carries -0.322; number 74, O, carries -0.690; number 75, N, carries 0.562; number 76, C, carries -0.285; number 77, N, carries -0.119; number 78, H, carries 0.331; number 79, H, carries 0.360; number 80, H, carries 0.327; number 81, H, carries 0.404; number 82, H, carries 0.335; number 83, H, carries 0.107; number 84, H, carries 0.216; number 85, C, carries -0.701; number 86, C, carries -0.825; number 87, C, carries -0.403; number 88, C, carries 0.221; number 89, C, carries -0.480; number 90, C, carries -0.655; number 91, H, carries 0.430; number 92, H, carries 0.497; number 93, H, carries 0.554; number 94, H, carries 0.481; number 95, H, carries 0.489; number 96, C, carries -1.077; number 97, P, carries 1.079; number 98, C, carries -0.464; number 99, C, carries -1.032

=====

net charge of number 1 (C49H49IN8O3S)?
0